Here is a molecular structure, C22H19F3N6O5RuSSe in a non-equilibrium geometry from the OMol25 dataset. Energies are from ωB97M-V/def2-TZVPD.

Results
Kohn-Sham gap (alpha / beta), eV: 7.121 / 7.120
2S+1: 2
Net charge: -1

The geometry in XYZ format:
```
58
Properties=species:S:1:pos:R:3:forces:R:3
Ru -0.3653 -0.1865 -0.2672 0.30 0.36 -0.59
C 1.5295 -2.6673 0.0042 0.04 -0.04 -0.05
N 0.8679 -1.9982 -1.1019 -0.29 0.27 -0.08
C 1.6996 -1.5540 -2.2168 0.00 0.05 0.13
C 1.6251 -0.0680 -2.3823 -0.02 0.18 0.07
N 1.1954 0.7832 -1.4768 -0.04 0.05 0.06
C 1.2953 2.0501 -2.0641 0.03 -0.13 0.04
C 0.9721 3.3055 -1.5705 -0.05 0.06 0.06
C 1.1654 4.3900 -2.4072 0.00 -0.02 0.01
C 1.6660 4.2358 -3.7057 0.01 -0.04 0.00
C 1.9997 2.9879 -4.2008 0.00 0.02 -0.01
C 1.8065 1.9102 -3.3520 0.05 -0.13 -0.06
N 2.0478 0.5472 -3.5148 -0.11 0.13 0.02
C 1.6366 -1.7623 1.1929 0.08 -0.12 0.07
N 1.4061 -0.4763 1.1438 -0.90 -0.21 -0.08
C 1.7062 0.0168 2.4143 0.03 -0.06 -0.02
C 1.6716 1.3134 2.9107 0.01 0.02 -0.02
C 2.0536 1.5037 4.2245 0.01 -0.01 0.02
C 2.4613 0.4327 5.0326 0.00 0.00 -0.02
C 2.5107 -0.8605 4.5451 0.00 -0.01 0.01
C 2.1305 -1.0388 3.2221 -0.01 -0.09 -0.07
N 2.0894 -2.1632 2.4036 0.14 0.09 0.01
H 1.0096 -3.5854 0.2814 -0.13 0.10 0.05
H 2.5520 -2.9377 -0.2818 0.02 -0.11 0.01
H 0.0000 -2.4369 -1.3970 0.13 -0.08 -0.28
H 2.7448 -1.8319 -2.0378 -0.02 0.03 0.05
H 1.3723 -2.0082 -3.1482 -0.02 -0.04 -0.03
H 0.5515 3.4161 -0.5820 0.03 0.00 -0.06
H 0.9044 5.3808 -2.0573 0.01 -0.01 0.00
H 1.7839 5.1073 -4.3371 0.00 -0.01 0.00
H 2.3725 2.8583 -5.2087 -0.01 0.00 0.01
H 2.0458 0.0758 -4.4036 0.04 0.00 -0.02
H 1.3311 2.1291 2.2887 0.01 0.00 0.01
H 2.0266 2.5001 4.6464 0.00 -0.01 0.00
H 2.7425 0.6221 6.0607 0.00 0.00 -0.01
H 2.8260 -1.6884 5.1674 -0.01 0.01 -0.01
H 2.1761 -3.1199 2.6969 -0.01 0.00 0.00
O -1.8519 -1.5795 -0.3898 0.55 -0.17 1.32
N -2.8861 -1.6757 0.4701 -0.16 0.22 0.03
C -4.0484 -1.1806 -0.0126 0.05 -0.03 0.00
C -5.1904 -1.2418 0.7348 -0.03 0.08 -0.18
C -5.1215 -1.8146 2.0067 0.02 -0.07 0.10
C -3.9320 -2.3011 2.4790 -0.08 0.07 0.03
C -2.7424 -2.2382 1.7200 0.18 -0.08 -0.54
S -1.2548 -2.8490 2.2655 0.05 0.14 -0.08
H -3.9538 -0.7499 -1.0077 -0.05 -0.08 0.04
H -6.1092 -0.8389 0.3348 0.02 0.00 -0.01
H -6.0101 -1.8782 2.6240 0.02 0.00 0.00
H -3.8586 -2.7522 3.4575 0.03 0.01 0.00
F -1.0522 2.5023 0.5435 -0.07 0.10 0.09
C -1.3183 1.1938 0.8466 0.10 -0.32 -0.22
F -1.0194 1.0989 2.1835 -0.04 0.00 0.19
F -2.6749 1.0931 0.8115 -0.03 0.21 0.03
O -3.3078 -0.4562 -3.2187 0.17 0.10 0.13
Se -1.7450 -0.0201 -3.1861 -0.21 -0.18 -0.24
O -1.3354 1.1012 -4.2817 0.07 -0.06 0.08
O -1.4659 0.7136 -1.6531 0.10 -0.26 0.02
O -0.7320 -1.3092 -3.2494 -0.01 0.05 0.02
```
Forces are in eV/Å.

=====

Here is 2 unconnected molecules or ions with the total composition C4H6N2O in a non-equilibrium geometry from the OMol25 dataset. Energies are from ωB97M-V/def2-TZVPD.

Results
Kohn-Sham gap (alpha / beta), eV: 7.350 / 7.978
2S+1: 1

The geometry in XYZ format:
```
13
Properties=species:S:1:pos:R:3:forces:R:3
N -1.8296 0.7037 0.0613 -0.26 0.03 -0.58
C -0.5547 0.1705 0.1286 1.49 1.02 -0.62
C -0.0138 -1.0911 -0.5041 0.36 0.42 0.09
O -0.5256 -2.0137 -1.0940 -0.28 -0.09 0.07
N 1.3894 -0.9591 -0.3654 -0.28 -0.02 0.04
C 1.7216 0.2985 0.0520 0.46 -0.19 0.04
C 0.6054 1.0395 0.2881 -0.88 -0.63 0.33
H -2.4382 0.4548 0.8033 -0.53 0.10 0.18
H -1.9344 1.6550 -0.2629 0.22 -0.04 0.10
H -1.8273 -1.2189 0.7313 0.24 -0.41 0.46
H 2.0310 -1.6880 -0.6317 -0.13 0.10 -0.04
H 2.7626 0.5675 0.2057 -0.25 0.00 -0.15
H 0.6134 2.0814 0.5879 -0.16 -0.28 0.09
```
Forces are in eV/Å.

=====

Computed ΔE to the lowest compared entry with this formula, charge and spin (kcal per mole) in order:
19.33; 108.08
Computed E_tot (a.u.) in order:
-4748.62909; -340.62267